Record 1
{
  "formula": "C38H36BN3O2PSSbV",
  "method": "ωB97M-V/def2-TZVPD",
  "symbols": ["V", "N", "N", "C", "O", "O", "H", "H", "H", "C", "C", "C", "C", "C", "C", "P", "C", "C", "C", "C", "C", "C", "C", "C", "C", "C", "C", "C", "H", "H", "H", "H", "H", "H", "H", "H", "H", "H", "H", "H", "H", "H", "H", "B", "C", "N", "H", "H", "H", "S", "Sb", "C", "C", "C", "C", "C", "C", "C", "C", "C", "C", "C", "C", "C", "C", "C", "C", "C", "C", "H", "H", "H", "H", "H", "H", "H", "H", "H", "H", "H", "H", "H", "H", "H"],
  "coordinates": [[-0.1700, -0.2655, 0.1783], [2.2541, -0.2713, 1.4797], [1.7158, -0.5099, 2.7559], [0.3550, -0.5017, 2.9274], [-0.1992, -0.5268, 3.9863], [-0.2579, -0.5258, 1.7543], [2.9183, -1.0061, 1.2228], [2.7461, 0.6266, 1.4570], [2.2857, -0.3859, 3.5892], [-6.1976, -1.6103, -0.2411], [-6.1861, -0.3157, 0.2576], [-4.9881, 0.3530, 0.4186], [-3.7925, -0.2906, 0.0834], [-3.8009, -1.5884, -0.4148], [-5.0101, -2.2467, -0.5717], [-2.3146, 0.7530, 0.1304], [-2.3190, 1.6546, 1.6841], [-2.9206, 1.0506, 2.7921], [-2.9900, 1.7306, 3.9912], [-2.4667, 3.0125, 4.0925], [-1.8029, 3.5836, 3.0138], [-1.7032, 2.9035, 1.8129], [-2.5041, 1.7925, -1.3351], [-2.3437, 1.1127, -2.5479], [-2.5832, 1.7720, -3.7379], [-2.9650, 3.1081, -3.7179], [-3.1254, 3.7782, -2.5148], [-2.9095, 3.1256, -1.3116], [-7.1371, -2.1222, -0.3780], [-7.1118, 0.1775, 0.5138], [-4.9686, 1.3681, 0.7948], [-2.8658, -2.0743, -0.6894], [-5.0341, -3.2537, -0.9591], [-3.3512, 0.0627, 2.7067], [-3.4600, 1.2570, 4.8386], [-2.5607, 3.5636, 5.0148], [-1.3625, 4.5629, 3.1179], [-1.1687, 3.3348, 0.9746], [-2.0551, 0.0619, -2.5435], [-2.4955, 1.2485, -4.6766], [-3.1604, 3.6205, -4.6477], [-3.4428, 4.8115, -2.5157], [-3.0837, 3.6450, -0.3775], [1.9062, 2.9691, -1.9320], [1.1383, 1.8699, -1.3251], [0.5620, 0.9808, -0.7936], [2.6933, 2.5322, -2.7091], [2.3290, 3.6251, -1.0364], [1.2848, 3.6436, -2.6886], [-0.1817, -2.0197, -1.0102], [0.0836, -4.3860, -0.2780], [1.4923, -4.9268, -1.8462], [2.6736, -5.5967, -1.5733], [3.4974, -5.9415, -2.6355], [3.1408, -5.6204, -3.9355], [1.9555, -4.9456, -4.1875], [1.1196, -4.5933, -3.1410], [0.5762, -4.3947, 1.8505], [1.6103, -5.1974, 2.3069], [1.8454, -5.2662, 3.6725], [1.0558, -4.5469, 4.5550], [0.0199, -3.7558, 4.0834], [-0.2310, -3.6775, 2.7220], [-1.9066, -5.1422, -0.6477], [-2.1464, -5.8595, -1.8096], [-3.3910, -6.4438, -1.9853], [-4.3682, -6.3114, -1.0103], [-4.1140, -5.5843, 0.1425], [-2.8748, -4.9957, 0.3359], [2.9622, -5.8567, -0.5648], [4.4200, -6.4639, -2.4392], [3.7871, -5.8930, -4.7541], [1.6810, -4.6933, -5.1997], [0.1973, -4.0544, -3.3353], [2.2202, -5.7763, 1.6279], [2.6427, -5.8900, 4.0442], [1.2430, -4.6070, 5.6149], [-0.5940, -3.1993, 4.7756], [-1.0471, -3.0605, 2.3541], [-1.3789, -5.9825, -2.5629], [-3.5924, -7.0164, -2.8770], [-5.3297, -6.7798, -1.1471], [-4.8759, -5.4885, 0.9016], [-2.6756, -4.4422, 1.2460]],
  "gap_ev": 5.57,
  "relative_energy_ev": 1.2174,
  "e_lumo_ev": -10.9544,
  "energy_ha": -3731.971748,
  "charge": 3
}

***

Record 2
{
  "formula": "C38H36Br2IrN5O3",
  "method": "ωB97M-V/def2-TZVPD",
  "symbols": ["Ir", "Br", "C", "C", "C", "C", "O", "C", "C", "N", "C", "C", "C", "C", "C", "C", "C", "C", "N", "C", "C", "H", "H", "H", "H", "H", "H", "H", "H", "H", "H", "N", "C", "C", "N", "C", "H", "H", "H", "H", "C", "C", "C", "C", "C", "C", "C", "C", "N", "C", "C", "C", "C", "H", "H", "H", "H", "H", "H", "H", "H", "H", "H", "H", "H", "H", "H", "H", "H", "H", "H", "Br", "C", "C", "C", "C", "C", "C", "C", "O", "O", "H", "H", "H", "H"],
  "coordinates": [[-0.1377, -0.0519, -0.2147], [-3.9878, -1.0396, 6.0642], [-2.9553, -1.1306, 4.4855], [-2.4419, -2.3665, 4.0595], [-1.7088, -2.4517, 2.9082], [-1.4478, -1.3171, 2.1031], [-0.7709, -1.5205, 1.0096], [-1.9464, -0.0679, 2.5560], [-1.7235, 1.1801, 1.9122], [-1.1798, 1.3673, 0.7551], [-0.9761, 2.6685, 0.2341], [-1.5194, 3.8283, 0.7199], [-1.2443, 5.0647, 0.1036], [-0.4560, 5.1418, -1.0075], [0.0895, 3.9618, -1.5594], [0.8722, 3.9439, -2.7359], [1.3214, 2.7550, -3.2310], [1.0180, 1.5687, -2.5448], [0.3194, 1.5503, -1.4299], [-0.1666, 2.7326, -0.9263], [-2.6959, -0.0092, 3.7594], [-2.6197, -3.2510, 4.6567], [-1.2928, -3.3960, 2.5832], [-2.0385, 2.0538, 2.4726], [-2.1699, 3.8183, 1.5823], [-1.6782, 5.9621, 0.5227], [-0.2490, 6.0926, -1.4805], [1.0911, 4.8764, -3.2408], [1.9109, 2.7017, -4.1347], [1.3615, 0.6114, -2.9099], [-3.0716, 0.9493, 4.0953], [-3.7073, -1.1378, -2.2255], [-3.7377, 0.2096, -2.4853], [-2.6259, 0.7192, -1.9009], [-1.9190, -0.3026, -1.2936], [-2.6043, -1.4079, -1.5139], [-4.3989, -1.8145, -2.5016], [-4.5325, 0.6780, -3.0363], [-2.3063, 1.7446, -1.8699], [-2.3560, -2.3902, -1.1589], [5.0275, 1.7367, -0.1793], [4.5295, 0.3290, -0.3725], [5.4001, -0.7581, -0.2995], [4.9264, -2.0680, -0.3950], [5.8605, -3.2388, -0.2510], [3.5837, -2.2767, -0.6271], [2.6657, -1.2070, -0.7999], [3.1908, 0.0979, -0.6032], [1.3473, -1.4112, -1.0999], [0.9625, -2.5803, -1.9594], [0.2471, -1.9687, -3.1809], [2.0725, -3.4404, -2.5971], [0.0994, -3.5305, -1.1277], [5.9302, 1.7508, 0.4300], [4.2755, 2.3489, 0.3196], [5.2662, 2.2065, -1.1361], [6.4541, -0.5870, -0.1113], [6.7649, -2.9591, 0.2865], [6.1578, -3.6132, -1.2326], [5.3842, -4.0583, 0.2867], [3.2223, -3.2901, -0.5741], [2.5378, 0.9483, -0.6285], [0.9951, -1.5797, -3.8758], [-0.4217, -1.1585, -2.9305], [-0.3143, -2.7436, -3.7059], [2.8698, -2.8444, -3.0415], [1.5943, -4.0026, -3.3999], [2.5033, -4.1751, -1.9236], [-0.7377, -3.0416, -0.6463], [0.7029, -3.9504, -0.3211], [-0.2494, -4.3520, -1.7562], [5.2077, -2.7195, 3.5101], [4.5658, -0.9355, 3.4806], [5.2539, 0.0417, 4.1820], [4.7754, 1.3457, 4.1633], [3.6237, 1.6582, 3.4577], [2.9510, 0.6665, 2.7534], [3.4238, -0.6395, 2.7615], [1.7122, 1.0362, 1.9864], [1.1590, 2.1097, 2.1759], [1.3812, 0.1202, 1.1326], [6.1431, -0.2153, 4.7407], [5.3016, 2.1147, 4.7131], [3.2314, 2.6654, 3.4422], [2.8937, -1.4109, 2.2194]],
  "gap_ev": [6.74, 6.12],
  "relative_energy_ev": 0.0000,
  "e_lumo_ev": [-3.4464, -4.0732],
  "energy_ha": -7221.415919,
  "charge": 1,
  "multiplicity": 2
}

***

Record 3
{
  "formula": "C38H36BrN10O6PSTi",
  "method": "ωB97M-V/def2-TZVPD",
  "symbols": ["Ti", "C", "N", "C", "C", "N", "C", "P", "C", "N", "C", "C", "N", "C", "C", "N", "C", "C", "N", "C", "H", "H", "H", "H", "H", "H", "H", "H", "H", "H", "H", "H", "H", "H", "H", "C", "C", "N", "C", "C", "N", "C", "O", "O", "C", "O", "O", "H", "H", "H", "H", "H", "Br", "C", "C", "C", "C", "C", "C", "C", "O", "O", "H", "H", "H", "H", "N", "S", "C", "C", "C", "C", "C", "C", "C", "C", "C", "C", "C", "C", "H", "H", "H", "H", "H", "H", "H", "H", "H", "H", "H", "N", "C", "H"],
  "coordinates": [[0.0450, -0.1024, 0.2710], [5.1765, 1.1817, 2.1419], [4.1332, 1.1166, 1.1400], [3.8991, 2.0599, 0.1772], [2.7368, 1.7057, -0.4398], [2.2570, 0.5649, 0.1335], [3.1103, 0.2331, 1.0881], [2.9671, -1.2184, 2.1665], [1.3991, -0.8187, 3.0036], [0.2580, -0.4935, 2.4178], [-0.6288, -0.2048, 3.4111], [-0.0136, -0.3569, 4.6170], [1.2710, -0.7453, 4.3505], [2.3063, -0.9533, 5.3426], [2.3012, -2.3403, 0.9044], [1.3301, -2.0132, 0.0707], [1.1126, -3.0860, -0.7335], [1.9810, -4.0815, -0.3846], [2.7303, -3.6030, 0.6549], [3.7662, -4.3316, 1.3605], [5.8828, 1.9540, 1.8486], [4.7466, 1.4454, 3.1083], [5.7005, 0.2301, 2.2116], [4.5644, 2.8923, 0.0296], [2.2037, 2.2011, -1.2337], [-1.6373, 0.0992, 3.1855], [-0.3677, -0.2342, 5.6256], [1.8425, -0.9310, 6.3250], [2.7832, -1.9207, 5.1981], [3.0521, -0.1614, 5.2827], [0.3515, -3.0749, -1.4947], [2.1331, -5.0703, -0.7797], [3.9480, -5.2637, 0.8323], [4.6888, -3.7545, 1.3841], [3.4540, -4.5588, 2.3792], [-2.6966, 3.1706, 0.3204], [-3.1137, 1.7562, 0.1621], [-2.3399, 0.6924, 0.2538], [-3.1407, -0.3887, 0.0127], [-4.4249, 0.0156, -0.2278], [-4.3834, 1.3821, -0.1168], [-5.6980, -0.6682, -0.5400], [-5.6512, -1.9787, -0.6588], [-6.7070, -0.0172, -0.6906], [-2.5199, -1.7273, 0.0606], [-3.2016, -2.7483, -0.0809], [-1.2706, -1.6879, 0.2985], [-1.6522, 3.1851, 0.6119], [-3.2907, 3.6749, 1.0846], [-2.8092, 3.7113, -0.6212], [-5.1881, 1.9734, -0.2506], [-4.7147, -2.3385, -0.5260], [0.8208, 4.9758, 0.0394], [0.0900, 4.9164, 1.7917], [-0.4938, 6.0756, 2.2835], [-1.0235, 6.0846, 3.5621], [-0.9482, 4.9439, 4.3505], [-0.3456, 3.8030, 3.8518], [0.1685, 3.7622, 2.5570], [0.7579, 2.4462, 2.0813], [1.7361, 2.0085, 2.6952], [0.1408, 1.9157, 1.0979], [-0.5264, 6.9614, 1.6642], [-1.4843, 6.9863, 3.9434], [-1.3523, 4.9480, 5.3543], [-0.2607, 2.9121, 4.4619], [0.0579, -0.1967, -1.8136], [1.3963, -0.2457, -5.1210], [1.1159, -1.9593, -4.7509], [-0.1492, -2.5258, -4.6359], [-0.2805, -3.8704, -4.3212], [0.8391, -4.6587, -4.1070], [2.1012, -4.0870, -4.1973], [2.2422, -2.7478, -4.5177], [-0.1712, 0.2491, -5.7958], [-0.5497, -0.1839, -7.0629], [-1.7732, 0.1975, -7.5852], [-2.6136, 1.0258, -6.8507], [-2.2247, 1.4723, -5.5979], [-1.0036, 1.0842, -5.0618], [0.6582, -0.5640, -2.5401], [-1.0315, -1.9199, -4.7916], [-1.2712, -4.2990, -4.2385], [0.7290, -5.7098, -3.8731], [2.9857, -4.6891, -4.0297], [3.2302, -2.3122, -4.6054], [0.1155, -0.8249, -7.6280], [-2.0697, -0.1455, -8.5679], [-3.5702, 1.3242, -7.2599], [-2.8718, 2.1219, -5.0231], [-0.6989, 1.4426, -4.0834], [-0.5389, 2.1382, -2.1549], [-0.2167, 1.0323, -1.6291], [-0.5527, 2.8538, -1.4276]],
  "gap_ev": [6.50, 6.75],
  "e_lumo_ev": [0.0750, 0.0744],
  "energy_ha": -6631.937247
}

***

Record 4
{
  "formula": "C38H36F5N3O2P2RhSTe",
  "method": "ωB97M-V/def2-TZVPD",
  "symbols": ["Rh", "S", "C", "C", "C", "C", "C", "N", "H", "H", "H", "H", "C", "C", "O", "N", "C", "C", "C", "C", "C", "C", "N", "H", "H", "H", "H", "H", "H", "H", "H", "H", "H", "F", "Te", "F", "F", "F", "F", "O", "C", "P", "C", "C", "C", "C", "C", "C", "C", "C", "C", "C", "C", "C", "P", "C", "C", "C", "C", "C", "C", "C", "C", "C", "C", "C", "C", "H", "H", "H", "H", "H", "H", "H", "H", "H", "H", "H", "H", "H", "H", "H", "H", "H", "H", "H", "H", "H", "H"],
  "coordinates": [[-0.5643, 0.1502, 0.3032], [-0.2803, 1.2853, 2.3055], [-1.0178, -0.2183, 2.8579], [-1.7836, -0.4145, 3.9898], [-2.5006, -1.6013, 4.0664], [-2.4370, -2.5234, 3.0302], [-1.6400, -2.2523, 1.9300], [-0.9239, -1.1342, 1.8858], [-1.8403, 0.3471, 4.7541], [-3.1314, -1.7923, 4.9244], [-3.0159, -3.4352, 3.0556], [-1.5851, -2.8995, 1.0653], [0.7281, -1.4825, -3.4671], [0.9006, -0.2767, -2.6066], [1.1220, -0.3741, -1.3885], [0.8194, 0.9313, -3.1788], [0.8452, 2.1147, -2.3409], [-0.5291, 2.5368, -1.9002], [-1.1829, 3.5141, -2.6342], [-2.4476, 3.9339, -2.2697], [-3.0093, 3.3908, -1.1296], [-2.3054, 2.4283, -0.4367], [-1.1016, 1.9681, -0.8244], [1.2903, -2.3089, -3.0386], [1.0343, -1.3047, -4.4967], [-0.3336, -1.7419, -3.4455], [0.4161, 0.9889, -4.1012], [1.3126, 2.9317, -2.8879], [1.4687, 1.8863, -1.4809], [-0.6820, 3.9430, -3.4918], [-2.9744, 4.6779, -2.8518], [-3.9840, 3.6901, -0.7731], [-2.7231, 1.9756, 0.4488], [-2.9528, -0.0574, 0.5296], [-2.9811, -0.8910, -1.5997], [-3.9417, -2.2341, -0.6662], [-4.5417, -0.5636, -2.6858], [-2.0766, 0.1989, -2.9851], [-2.5886, -2.3108, -2.7582], [-1.2282, -1.2559, -0.8927], [3.0284, -0.0740, 2.7104], [2.2886, -0.2712, 1.0398], [3.1971, 0.9858, 0.1121], [3.8701, 0.6871, -1.0707], [4.5131, 1.6946, -1.7730], [4.4735, 3.0047, -1.3135], [3.7878, 3.3113, -0.1454], [3.1505, 2.3060, 0.5644], [2.7728, -1.9051, 0.4417], [4.1265, -2.2254, 0.3402], [4.5088, -3.4651, -0.1451], [3.5435, -4.3957, -0.5039], [2.1962, -4.0838, -0.3895], [1.8069, -2.8346, 0.0698], [2.1515, -0.6674, 4.2380], [2.1541, -2.4908, 4.1108], [0.9409, -3.1486, 4.2673], [0.8684, -4.5353, 4.2117], [2.0221, -5.2732, 4.0108], [3.2467, -4.6264, 3.8776], [3.3125, -3.2456, 3.9302], [3.4942, -0.4453, 5.4627], [4.5423, 0.4583, 5.3147], [5.4908, 0.6089, 6.3193], [5.3993, -0.1373, 7.4825], [4.3510, -1.0347, 7.6433], [3.4048, -1.1839, 6.6441], [3.1185, 1.0056, 2.8400], [4.0463, -0.4734, 2.6481], [3.8840, -0.3283, -1.4447], [5.0453, 1.4552, -2.6842], [4.9762, 3.7871, -1.8663], [3.7488, 4.3316, 0.2123], [2.6014, 2.5618, 1.4641], [4.8876, -1.5025, 0.6123], [5.5601, -3.7038, -0.2407], [3.8433, -5.3664, -0.8774], [1.4434, -4.8058, -0.6778], [0.7570, -2.5710, 0.0945], [0.0482, -2.5674, 4.4570], [-0.0831, -5.0359, 4.3406], [1.9750, -6.3540, 3.9724], [4.1508, -5.2048, 3.7400], [4.2753, -2.7524, 3.8573], [4.6397, 1.0575, 4.4180], [6.3033, 1.3115, 6.1872], [6.1403, -0.0221, 8.2622], [4.2720, -1.6210, 8.5494], [2.5956, -1.8933, 6.7779]],
  "gap_ev": [7.34, 4.78],
  "relative_energy_ev": 0.0000,
  "e_lumo_ev": [-3.5033, -6.0362],
  "energy_ha": -3742.954293,
  "charge": 1,
  "multiplicity": 5
}